{
  "formula": "C40H111N3O28",
  "method": "ωB97M-V with the def2-TZVPD basis set",
  "species": ["C", "C", "O", "O", "H", "H", "H", "H", "H", "H", "C", "C", "O", "O", "H", "H", "H", "H", "H", "H", "C", "C", "O", "O", "H", "H", "H", "H", "H", "H", "C", "C", "O", "O", "H", "H", "H", "H", "H", "H", "C", "C", "O", "O", "H", "H", "H", "H", "H", "H", "C", "C", "O", "O", "H", "H", "H", "H", "H", "H", "C", "C", "O", "O", "H", "H", "H", "H", "H", "H", "C", "C", "O", "O", "H", "H", "H", "H", "H", "H", "C", "C", "O", "O", "H", "H", "H", "H", "H", "H", "C", "C", "O", "O", "H", "H", "H", "H", "H", "H", "C", "C", "O", "O", "H", "H", "H", "H", "H", "H", "C", "O", "C", "C", "N", "C", "C", "O", "C", "H", "H", "H", "H", "H", "H", "H", "H", "H", "H", "H", "H", "H", "H", "H", "C", "O", "C", "C", "N", "C", "C", "O", "C", "H", "H", "H", "H", "H", "H", "H", "H", "H", "H", "H", "H", "H", "H", "H", "C", "O", "C", "C", "N", "C", "C", "O", "C", "H", "H", "H", "H", "H", "H", "H", "H", "H", "H", "H", "H", "H", "H", "H"],
  "coordinates": [[11.837, 12.545, 10.672], [11.010, 13.837, 10.881], [9.824, 13.821, 10.107], [12.321, 12.421, 9.309], [11.206, 11.674, 10.847], [12.693, 12.556, 11.346], [11.549, 14.759, 10.660], [10.697, 13.954, 11.918], [10.063, 14.183, 9.250], [12.919, 11.681, 9.181], [10.861, 17.220, 6.218], [10.898, 15.616, 6.251], [12.044, 15.203, 5.478], [10.371, 17.735, 5.001], [11.848, 17.634, 6.424], [10.211, 17.552, 7.028], [9.920, 15.214, 5.988], [11.197, 15.270, 7.241], [12.018, 14.251, 5.363], [11.186, 17.959, 4.546], [11.553, 11.632, -0.627], [11.311, 10.895, -1.990], [10.758, 9.633, -1.799], [10.324, 11.790, 0.149], [12.078, 12.573, -0.790], [12.297, 11.097, -0.036], [12.261, 10.693, -2.485], [10.678, 11.445, -2.685], [9.850, 9.924, -1.687], [9.653, 12.211, -0.394], [2.967, 12.816, 1.834], [4.318, 13.627, 1.693], [5.358, 13.078, 2.507], [3.097, 11.373, 1.673], [2.369, 13.358, 1.103], [2.428, 12.937, 2.773], [4.194, 14.708, 1.753], [4.717, 13.553, 0.681], [6.212, 13.478, 2.324], [2.221, 10.988, 1.750], [8.512, 8.957, 2.829], [9.975, 8.810, 2.417], [10.623, 10.088, 2.603], [7.735, 9.724, 1.894], [8.387, 9.377, 3.827], [7.942, 8.031, 2.912], [10.018, 8.446, 1.390], [10.555, 8.116, 3.025], [10.421, 10.668, 1.866], [6.846, 9.721, 2.258], [11.951, 10.083, 5.944], [12.245, 11.537, 6.208], [11.866, 12.405, 5.107], [10.653, 9.735, 5.390], [12.126, 9.544, 6.875], [12.658, 9.647, 5.238], [13.329, 11.576, 6.311], [11.620, 11.881, 7.032], [10.907, 12.363, 5.099], [10.600, 10.038, 4.480], [7.254, 8.522, -1.215], [5.840, 8.995, -1.707], [4.948, 7.921, -1.771], [8.075, 9.501, -0.789], [7.790, 7.893, -1.926], [7.156, 7.774, -0.428], [5.945, 9.360, -2.728], [5.360, 9.767, -1.105], [4.147, 8.278, -2.163], [7.979, 9.642, 0.156], [9.355, 18.124, -1.605], [10.797, 17.904, -1.066], [11.292, 19.112, -0.502], [8.365, 18.061, -0.526], [9.060, 17.467, -2.423], [9.232, 19.100, -2.074], [11.581, 17.650, -1.779], [10.701, 17.132, -0.301], [12.233, 19.118, -0.695], [8.572, 18.735, 0.126], [5.444, 16.582, 4.617], [6.964, 16.672, 4.295], [7.655, 17.390, 5.312], [4.746, 17.749, 4.182], [5.257, 16.410, 5.677], [5.073, 15.687, 4.117], [7.133, 17.093, 3.304], [7.296, 15.634, 4.300], [8.585, 17.467, 5.090], [4.528, 18.200, 5.001], [6.253, 9.639, 6.615], [5.257, 8.621, 6.032], [6.100, 7.711, 5.327], [6.760, 9.066, 7.855], [5.831, 10.571, 6.991], [7.083, 9.959, 5.985], [4.607, 9.064, 5.278], [4.637, 8.215, 6.830], [6.414, 7.040, 5.938], [7.534, 8.546, 7.626], [9.621, 6.669, 6.628], [8.595, 5.605, 7.133], [7.466, 5.564, 6.322], [9.341, 8.016, 7.032], [9.590, 6.744, 5.541], [10.630, 6.531, 7.017], [8.405, 5.804, 8.188], [9.091, 4.641, 7.023], [7.700, 5.110, 5.509], [9.755, 8.644, 6.435], [6.619, 11.080, -5.099], [7.765, 10.594, -5.838], [9.053, 11.102, -5.315], [10.266, 10.386, -5.954], [10.460, 10.844, -7.341], [9.373, 10.519, -8.252], [9.849, 10.717, -9.694], [10.663, 9.667, -10.030], [11.207, 9.657, -11.341], [6.956, 10.854, -4.088], [5.759, 10.460, -5.354], [6.476, 12.160, -5.134], [9.212, 10.958, -4.246], [9.139, 12.159, -5.564], [10.123, 9.308, -5.888], [11.153, 10.725, -5.418], [11.210, 10.365, -7.819], [8.539, 11.173, -7.997], [9.102, 9.475, -8.093], [10.345, 11.670, -9.876], [8.977, 10.608, -10.340], [12.105, 10.274, -11.336], [10.415, 10.037, -11.987], [11.547, 8.633, -11.501], [7.496, 11.317, 10.783], [7.034, 11.691, 12.107], [8.011, 12.181, 13.062], [7.235, 12.476, 14.367], [6.058, 13.391, 14.269], [6.622, 14.732, 14.009], [5.630, 15.956, 14.001], [4.606, 15.768, 12.999], [3.597, 16.738, 13.009], [6.747, 10.788, 10.193], [8.250, 10.533, 10.851], [7.968, 12.035, 10.111], [8.527, 13.075, 12.711], [8.708, 11.391, 13.342], [8.014, 12.743, 15.082], [6.885, 11.523, 14.764], [5.565, 13.159, 13.418], [6.966, 14.767, 12.976], [7.501, 14.990, 14.599], [6.176, 16.806, 13.593], [5.189, 16.178, 14.973], [3.315, 16.962, 11.981], [3.966, 17.679, 13.418], [2.781, 16.383, 13.638], [7.417, 12.744, -2.036], [8.186, 13.055, -0.843], [7.768, 14.313, -0.268], [8.491, 14.525, 1.058], [8.041, 13.505, 1.985], [8.974, 13.436, 3.098], [8.352, 12.700, 4.251], [9.124, 12.862, 5.448], [8.628, 12.273, 6.634], [7.735, 11.764, -2.392], [7.395, 13.478, -2.841], [6.397, 12.477, -1.762], [6.688, 14.306, -0.121], [7.895, 15.089, -1.022], [8.339, 15.532, 1.447], [9.555, 14.449, 0.833], [7.995, 12.666, 1.424], [9.190, 14.460, 3.403], [9.894, 12.941, 2.787], [8.302, 11.642, 3.997], [7.353, 12.983, 4.582], [7.607, 12.589, 6.848], [9.066, 12.678, 7.547], [8.724, 11.190, 6.555]],
  "forces_ev_per_angstrom": [[0.273, 0.122, -0.551], [0.143, -0.445, -0.448], [-0.082, 0.045, -0.132], [-0.599, 1.091, 0.237], [-0.143, 0.085, 0.417], [-0.031, -0.058, 0.239], [0.523, -0.162, -0.148], [0.132, -0.475, 0.153], [-0.147, -0.050, -0.207], [-0.070, -0.073, 0.482], [-0.260, -2.160, 1.173], [1.844, 1.808, 0.096], [-1.011, 0.938, -0.456], [0.643, 0.047, -0.153], [0.150, -0.268, 0.010], [-0.196, -0.003, -0.017], [0.143, -0.151, -0.438], [-0.715, 0.330, 0.678], [-0.016, -0.644, -0.121], [-0.372, 0.075, -0.718], [-0.606, -0.131, -0.611], [1.501, 0.306, 0.794], [-0.726, 0.102, 0.009], [2.004, -0.750, -0.090], [-0.447, 0.523, -0.238], [-0.508, -0.543, 0.200], [0.315, 0.581, 0.023], [0.033, 0.609, 0.067], [-0.930, -1.352, 0.647], [-0.452, 0.346, -0.282], [0.887, 0.494, 0.233], [0.676, -1.982, -0.010], [-1.800, 0.017, 0.748], [0.545, 1.400, -0.658], [-0.484, -0.661, -0.564], [0.527, 0.535, 0.347], [-0.550, 0.127, 0.914], [-0.572, -0.493, -0.639], [0.732, 0.344, -0.274], [-0.086, 0.102, 0.026], [-0.788, -0.961, 0.424], [-0.604, 1.039, 0.017], [0.077, -0.864, 0.164], [0.741, 0.431, 0.030], [0.457, 0.372, 0.113], [0.660, -0.696, -0.005], [0.177, 0.263, -0.229], [-0.460, -0.109, 0.214], [-0.168, 0.361, -0.547], [-0.305, 0.239, -0.152], [-0.054, -1.042, -1.235], [-1.352, 0.463, -1.195], [1.169, -0.836, 0.239], [0.417, 0.446, 1.678], [-0.509, -0.156, 0.134], [0.381, 0.280, -0.097], [-0.115, 0.519, 0.499], [0.722, -0.076, 0.590], [-0.774, 0.287, -0.080], [0.225, 0.341, -0.691], [-1.845, -2.198, 0.030], [1.068, -0.016, -0.468], [-0.366, -1.021, 0.134], [1.465, 2.234, -0.438], [-0.269, 0.407, -0.902], [-0.758, -0.040, 0.491], [0.287, 0.513, -0.078], [0.686, 0.359, 0.432], [-0.159, -0.279, 0.006], [-0.134, 0.174, 0.594], [-0.086, 0.811, 0.684], [-0.644, 0.346, -0.348], [-0.173, 0.318, 0.410], [0.739, -0.725, -1.073], [0.010, -0.676, 0.558], [0.521, 0.321, 0.120], [-0.719, -0.756, -0.595], [0.203, -0.197, 0.081], [-0.040, 0.279, 0.245], [0.180, 0.194, -0.050], [1.103, 0.260, -0.609], [-0.691, -0.437, 1.182], [-0.902, -0.016, -0.044], [-0.071, -0.372, 0.422], [0.382, 0.043, 0.150], [-0.233, 0.106, -0.364], [-0.186, 0.146, -0.111], [0.286, -0.291, -0.165], [0.258, 0.119, -0.325], [-0.109, 0.384, -0.240], [-0.703, 0.106, 2.322], [1.547, 1.402, -1.010], [-0.924, -0.408, -0.120], [-0.091, 0.310, -0.644], [-0.640, 0.083, -0.359], [-0.179, -0.584, -0.525], [-0.079, 0.152, 0.018], [0.233, -0.301, 0.005], [0.269, -0.333, 0.106], [0.562, -0.188, -0.046], [-0.155, 1.153, 0.171], [2.404, 0.832, -0.611], [-1.178, 0.138, 0.189], [-1.417, -0.582, 1.276], [0.310, -0.857, -0.262], [0.114, -0.984, -0.261], [-0.612, -0.079, -0.157], [0.285, -0.111, 0.467], [-0.094, 0.040, -0.078], [0.272, 0.231, -0.580], [2.170, -0.972, 0.738], [0.892, 0.713, 0.390], [-0.203, -0.689, -1.166], [-0.833, 0.890, -1.131], [0.158, 0.026, -0.206], [0.173, 0.752, 0.112], [-1.450, 0.012, 0.136], [1.573, -1.763, 0.449], [-0.115, 0.248, 1.422], [-0.904, 0.067, 0.527], [0.051, 0.377, -0.182], [-0.214, 0.057, -0.562], [-0.809, -0.076, 0.310], [-0.092, 0.217, 0.125], [0.078, -0.242, 0.204], [-0.036, -0.314, 0.286], [0.846, -0.098, 0.765], [-0.197, -0.229, -0.414], [-0.501, -0.200, -0.353], [-0.065, 0.352, 0.230], [-0.471, 0.625, -0.198], [-0.036, 0.394, -0.442], [0.351, -0.259, -0.695], [-0.407, 0.050, -0.457], [0.659, -1.096, 0.424], [0.634, 0.471, -0.883], [-1.579, -0.397, -0.123], [-0.552, -0.888, -0.677], [2.062, 0.876, 0.799], [-1.409, 1.251, -1.336], [-0.008, -0.897, -0.818], [0.780, -1.004, 0.319], [0.382, 0.223, 0.279], [-0.705, 0.433, 0.504], [0.393, -0.163, 0.458], [-0.283, 0.919, 0.623], [0.096, -0.052, -0.302], [0.393, -0.087, -0.352], [-0.337, 0.837, 0.264], [-0.234, -0.156, -0.227], [-0.206, -0.373, -0.046], [0.390, -0.065, -0.299], [-0.266, -0.222, 0.485], [0.481, 0.299, 0.674], [-0.046, -0.056, 0.124], [-0.335, -0.316, 0.054], [0.054, 0.215, 0.187], [-0.380, 0.189, -0.198], [-0.140, -1.293, 1.069], [-0.912, 0.613, -1.093], [-0.264, 0.075, -0.311], [-0.134, 0.074, -1.319], [0.007, 0.804, -0.223], [-0.378, 0.001, 0.268], [-0.431, -0.941, 1.645], [1.322, 0.626, -0.102], [-0.801, 0.092, -0.118], [0.729, 0.294, -0.088], [0.443, 0.301, 0.276], [-0.380, 0.590, 0.275], [-0.249, -0.334, 0.261], [0.573, 0.327, 0.197], [-0.297, 0.011, -0.020], [0.412, -0.118, 0.129], [0.200, -0.671, 0.416], [0.166, 0.047, 0.028], [0.327, 0.067, 0.155], [-0.052, -0.333, -0.036], [-0.374, 0.433, -0.887], [-0.619, -0.351, -0.632], [1.106, -0.120, -0.369], [-0.087, -0.016, 0.419]],
  "energy_ev": -105068.353,
  "homo_lumo_gap_ev": 9.04,
  "de_lowest_kj_mol": 35.9
}